(1)
DFT (ωB97M-V/def2-TZVPD) results for a 2-piece molecular cluster, C27H43F2N2O10P2SSi overall at a distorted geometry.

```
88
Properties=species:S:1:pos:R:3:mulliken_charge:R:1
C 0.058 -1.533 5.707 -0.819
C 1.624 -1.834 5.501 -0.174
O 2.351 -0.752 4.842 -0.443
C 1.788 -0.584 3.513 0.082
C 2.991 -0.117 2.517 -0.265
O 2.746 -0.325 1.133 -0.357
C 2.207 0.779 0.374 0.709
C 3.515 1.596 -0.195 -1.221
C 4.336 2.460 0.834 -0.034
C 4.723 3.879 0.107 -0.721
C 4.278 5.084 1.098 0.507
C 4.771 5.181 2.579 -0.344
C 4.326 6.314 3.553 -0.428
C 3.342 7.454 3.118 -0.432
C 2.868 7.384 1.621 -0.456
C 3.321 6.247 0.640 -0.342
O 1.674 0.252 -0.838 -0.193
C 0.371 -0.317 -0.876 -0.312
C -0.203 -1.053 0.417 0.464
N -1.710 -1.154 0.438 -0.304
O 0.356 -2.392 0.641 -0.672
C 0.470 -1.353 -2.142 0.578
F 1.676 -2.151 -1.950 -0.384
F 0.722 -0.632 -3.371 -0.370
C -0.734 -2.359 -2.282 -0.449
C -0.908 -3.019 -3.758 -0.401
Si -2.731 -3.623 -3.970 0.076
C -2.904 -5.230 -5.000 -1.013
C -3.651 -2.210 -4.939 -0.766
C -3.656 -3.896 -2.318 0.712
C -3.696 -5.202 -1.481 -0.361
C -4.503 -5.235 -0.130 -0.465
C -5.269 -3.990 0.432 -0.382
C -5.220 -2.680 -0.396 -0.528
C -4.432 -2.658 -1.731 -0.100
P -0.812 1.058 -1.544 0.895
O -1.836 0.535 -2.560 -0.589
O 0.221 2.110 -2.439 -0.515
O -1.677 1.837 -0.316 -0.423
P 1.181 2.073 1.301 0.026
S 0.961 3.769 0.312 -0.212
H -0.584 -1.953 4.844 0.175
H -0.313 -2.001 6.695 0.335
H -0.069 -0.384 5.711 0.233
H 1.809 -2.791 4.881 0.281
H 2.101 -1.967 6.530 0.341
H 1.411 -1.586 3.107 0.292
H 0.904 0.161 3.488 -0.074
H 3.299 0.920 2.865 -0.014
H 3.873 -0.811 2.812 0.302
H 3.125 2.141 -1.131 0.474
H 4.202 0.758 -0.606 0.286
H 5.349 1.965 1.060 0.346
H 3.865 2.746 1.824 0.010
H 5.844 4.001 -0.060 0.345
H 4.104 4.046 -0.853 0.303
H 5.471 4.389 3.021 0.287
H 4.676 6.341 4.640 0.283
H 3.009 8.277 3.842 0.312
H 2.164 8.237 1.302 0.266
H 2.908 6.319 -0.424 0.312
H 0.029 -0.513 1.416 -0.513
H -2.086 -0.528 1.172 0.270
H -1.953 -2.137 0.642 0.304
H 1.332 -2.368 0.521 0.478
H -1.756 -1.930 -2.005 -0.148
H -0.571 -3.258 -1.572 0.339
H -0.260 -3.966 -3.760 0.325
H -0.647 -2.311 -4.613 0.358
H -3.966 -5.664 -4.869 0.270
H -2.114 -5.975 -4.646 0.285
H -2.763 -4.951 -6.099 0.301
H -4.691 -2.526 -5.295 0.263
H -3.694 -1.245 -4.306 0.166
H -2.942 -1.961 -5.822 0.263
H -3.125 -6.126 -1.836 0.256
H -4.573 -6.184 0.521 0.254
H -5.845 -3.980 1.416 0.320
H -5.751 -1.743 -0.020 0.387
H -4.447 -1.661 -2.311 0.044
H -0.298 2.481 -3.189 0.346
H -2.592 1.977 -0.691 0.291
H -0.126 1.622 1.724 0.191
H 1.828 2.486 2.536 0.279
N -4.771 2.002 -2.728 1.029
O -4.281 2.412 -1.651 -0.726
O -5.850 1.381 -2.722 -0.674
O -4.180 2.216 -3.799 -0.630
```

The calculation puts the LUMO energy at 2.01 eV. As for the net charge: -1. For the HOMO energy, the calculation gives -4.70 eV. For the energy above the lowest of the compared OMol25 structures with the same formula, charge and spin, the calculation gives 1248.3 kJ/mol.

=====

(2)
DFT (ωB97M-V/def2-TZVPD) results for C25H23Cl2N7OPdS as an isolated structure at a distorted geometry.

```
60
Properties=species:S:1:pos:R:3:mulliken_charge:R:1
Pd -0.238 0.012 -0.943 0.341
C -0.897 5.102 2.924 -1.076
C -2.045 4.589 2.063 -0.436
N -1.595 3.979 0.825 -0.178
C -1.134 2.711 0.733 0.426
S -0.552 2.304 -0.861 -0.346
N -1.157 2.007 1.845 -1.102
N -0.770 0.726 1.682 0.753
C -0.719 -0.002 2.737 0.574
C -1.031 0.476 4.125 -1.598
C -0.388 -1.419 2.505 0.325
C -0.456 -2.393 3.503 -0.924
C -0.197 -3.718 3.188 -0.700
C 0.123 -4.085 1.888 -1.053
C 0.159 -3.025 1.004 0.822
N -0.046 -1.788 1.258 0.402
H -1.268 5.453 3.888 0.310
H -0.378 5.928 2.436 0.323
H -0.182 4.299 3.101 0.294
H -2.719 5.403 1.794 0.412
H -2.621 3.847 2.613 0.266
H -1.553 4.532 -0.013 0.216
H -0.930 1.557 4.161 0.338
H -0.360 0.028 4.860 0.445
H -2.057 0.228 4.409 0.286
H -0.720 -2.121 4.514 0.351
H -0.258 -4.478 3.957 0.409
H 0.306 -5.108 1.600 0.396
H 0.661 -4.857 -0.336 0.325
O -2.116 -0.113 -1.509 -0.630
C -2.631 -0.937 -2.381 0.754
C -3.744 -0.460 -3.112 -0.648
C -4.487 -1.287 -3.916 -0.312
C -4.159 -2.642 -4.042 -0.764
C -3.062 -3.122 -3.370 -0.831
C -2.256 -2.292 -2.566 0.145
C -1.072 -2.881 -1.970 0.380
N 0.043 -1.971 -1.510 -0.316
C 2.292 -3.485 -0.818 -0.597
C -0.364 -4.000 -2.660 0.004
N -0.411 -4.821 -3.561 -0.630
H -3.997 0.584 -2.984 0.454
H -5.339 -0.886 -4.453 0.368
H -4.752 -3.298 -4.666 0.388
H -2.785 -4.163 -3.473 0.349
H 2.517 -1.527 -0.203 0.460
H 2.625 -4.434 -1.217 0.347
H 0.412 -5.326 -3.860 0.279
Cl 0.515 -3.426 -0.804 0.001
C 3.021 -2.413 -0.553 0.414
C 4.460 -2.409 -0.779 -0.620
C 5.264 -1.412 -1.184 -0.463
C 5.027 -0.038 -1.613 -0.336
C 3.993 0.808 -1.520 0.099
Cl 4.068 2.370 -2.275 -0.165
C 2.797 0.624 -0.776 0.733
N 1.868 0.543 -0.100 -0.447
H 4.941 -3.376 -0.670 0.330
H 6.299 -1.699 -1.330 0.281
H 5.869 0.383 -2.151 0.373
```

The calculation puts the LUMO energy (spin up / spin down) at -1.51 / -1.51 eV. For the HOMO energy (spin up / spin down), the calculation gives -6.29 / -6.37 eV. For the energy above the lowest of the compared OMol25 structures with the same formula, charge and spin, the calculation gives 412.6 kJ/mol.

=====

(3)
DFT (ωB97M-V/def2-TZVPD) results for C32H28F6N6O5P2S2SeV as an isolated structure at a distorted geometry.

```
83
Properties=species:S:1:pos:R:3:mulliken_spin:R:1
V 0.734 -0.278 0.347 0.909
N -1.815 1.201 -1.734 -0.005
P -1.347 0.853 -0.108 0.034
C -1.718 2.478 0.662 0.006
C -2.978 3.048 0.450 0.002
C -3.294 4.281 0.991 0.001
C -2.359 4.960 1.766 0.000
C -1.119 4.393 2.004 0.000
C -0.801 3.155 1.456 -0.013
C -2.761 -0.116 0.514 0.007
C -3.371 -1.048 -0.318 -0.005
C -4.346 -1.898 0.183 0.001
C -4.708 -1.826 1.521 -0.001
C -4.096 -0.901 2.356 -0.001
C -3.124 -0.049 1.855 -0.002
P -0.910 0.742 -3.118 0.002
C -2.135 1.222 -4.393 0.001
C -2.122 2.424 -5.094 0.000
C -3.089 2.692 -6.056 0.000
C -4.084 1.763 -6.320 0.000
C -4.113 0.564 -5.619 0.000
C -3.141 0.294 -4.670 0.000
C 0.382 2.023 -3.336 -0.001
C 0.735 2.914 -2.328 0.013
C 1.849 3.737 -2.460 -0.002
C 2.621 3.682 -3.609 0.000
C 2.275 2.801 -4.629 0.000
C 1.174 1.974 -4.487 0.000
H -2.324 2.074 -1.832 0.000
H -3.726 2.514 -0.126 0.000
H -4.273 4.709 0.820 0.000
H -2.607 5.924 2.193 0.000
H -0.388 4.907 2.615 0.001
H 0.164 2.718 1.664 0.006
H -3.070 -1.116 -1.356 -0.001
H -4.815 -2.625 -0.468 0.000
H -5.462 -2.496 1.914 0.000
H -4.373 -0.847 3.401 0.000
H -2.641 0.662 2.516 -0.001
H -1.355 3.161 -4.889 0.000
H -3.066 3.631 -6.594 0.000
H -4.834 1.971 -7.072 0.000
H -4.892 -0.162 -5.817 0.000
H -3.160 -0.647 -4.131 0.000
H 0.151 2.972 -1.420 -0.008
H 2.112 4.412 -1.655 0.000
H 3.486 4.324 -3.714 0.000
H 2.871 2.756 -5.533 0.000
H 0.925 1.277 -5.282 0.000
F -0.460 -4.815 0.101 0.000
C 0.499 -4.397 0.922 0.004
F 1.512 -3.924 0.197 0.003
F 0.936 -5.425 1.643 0.000
S -0.192 -3.116 2.053 -0.003
O -0.568 -1.992 1.202 0.006
O -1.204 -3.805 2.771 -0.001
N 1.053 -2.716 2.959 -0.001
S 1.693 -1.342 2.559 0.018
O 2.417 -1.371 1.279 0.008
O 0.792 -0.194 2.665 0.004
C 2.999 -1.149 3.888 -0.001
F 2.968 0.105 4.309 0.000
F 4.185 -1.411 3.358 0.000
F 2.778 -1.966 4.903 0.000
C 0.332 -3.723 -3.469 0.000
N 1.172 -2.606 -3.046 0.001
C 2.304 -2.290 -3.725 -0.003
C 3.052 -1.226 -3.386 0.001
C 2.608 -0.434 -2.278 0.003
N 1.514 -0.756 -1.596 0.006
C 0.757 -1.834 -1.973 -0.033
O -0.276 -2.080 -1.365 -0.007
N 3.288 0.662 -1.947 0.000
H 0.960 -4.588 -3.677 0.000
H -0.236 -3.454 -4.359 0.000
H -0.354 -3.955 -2.662 0.000
H 2.560 -2.947 -4.545 0.000
H 3.950 -0.972 -3.925 0.000
H 4.129 0.902 -2.437 0.000
H 2.994 1.224 -1.163 0.003
Se 3.531 3.457 1.432 0.033
C 2.457 2.176 0.890 0.083
N 1.742 1.334 0.487 -0.068
```

The calculation puts the LUMO energy (spin up / spin down) at 0.23 / 0.22 eV. The spin multiplicity is 2. For the HOMO energy (spin up / spin down), the calculation gives -7.43 / -6.84 eV. For the energy above the lowest of the compared OMol25 structures with the same formula, charge and spin, the calculation gives 100.5 kJ/mol. The expectation value of S² is 0.77.

=====

(4)
DFT (ωB97M-V/def2-TZVPD) results for a 9-piece molecular cluster, C44H100Br2O13Si overall at a distorted geometry.

```
160
Properties=species:S:1:pos:R:3:mulliken_charge:R:1
C -2.821 -0.084 2.258 -0.671
C -2.495 -0.624 0.779 0.532
O -3.405 -0.705 -0.085 -0.578
O -1.181 -1.048 0.430 -0.089
C -1.244 -2.414 -0.068 -0.615
C 0.273 -2.908 -0.376 0.146
C 0.463 -3.375 -1.894 -1.060
C 1.129 -2.162 -2.709 1.178
C 1.832 -2.759 -4.046 -0.780
C 3.400 -2.456 -3.978 -0.097
C 3.901 -1.338 -5.035 -0.268
C 4.881 -0.256 -4.407 -0.438
C 6.271 -0.883 -3.885 0.203
O 6.488 -2.096 -4.044 -0.583
O 7.125 0.026 -3.226 0.137
C 8.528 -0.152 -3.606 -0.071
C 9.074 1.297 -4.016 -0.765
C 9.713 2.140 -2.828 -0.618
O 8.658 2.738 -2.005 -0.047
Si 9.075 4.356 -1.567 0.587
C 7.824 4.880 -0.187 -0.904
C 8.918 5.638 -2.976 -1.027
C 10.849 4.432 -0.841 -0.986
C 9.250 -0.808 -2.355 -0.286
Br 8.797 -0.225 -0.499 -0.112
C 10.207 -1.841 -2.496 0.272
C 10.911 -2.551 -1.244 -1.007
Br 10.777 -2.531 -4.283 -0.176
H -1.954 0.559 2.644 0.140
H -2.975 -0.943 2.991 0.300
H -3.767 0.538 2.231 0.170
H -1.681 -3.107 0.721 0.315
H -1.854 -2.495 -1.035 0.292
H 0.934 -2.012 -0.117 -0.324
H 0.533 -3.734 0.365 0.439
H -0.514 -3.648 -2.409 0.364
H 1.135 -4.299 -1.888 0.419
H 1.867 -1.620 -2.033 -0.900
H 0.380 -1.387 -3.080 0.171
H 1.385 -2.279 -4.976 0.207
H 1.704 -3.898 -4.092 0.454
H 4.056 -3.377 -4.185 0.278
H 3.744 -2.071 -2.950 -0.036
H 2.946 -0.785 -5.366 0.006
H 4.319 -1.800 -5.999 0.290
H 4.371 0.144 -3.454 0.089
H 5.060 0.663 -5.065 0.389
H 8.589 -0.793 -4.557 0.707
H 9.796 1.233 -4.904 0.356
H 8.161 1.883 -4.391 0.230
H 10.252 3.038 -3.315 0.450
H 10.502 1.598 -2.218 0.268
H 6.851 5.128 -0.717 0.265
H 7.678 3.950 0.458 0.083
H 8.236 5.720 0.457 0.346
H 8.479 6.615 -2.552 0.315
H 9.937 5.945 -3.414 0.296
H 8.223 5.292 -3.822 0.270
H 11.647 4.735 -1.609 0.269
H 11.081 3.415 -0.383 0.241
H 10.802 5.173 0.036 0.336
H 10.141 -2.851 -0.457 0.290
H 11.697 -1.829 -0.853 0.253
H 11.378 -3.530 -1.611 0.366
C 5.454 1.039 1.161 -1.144
C 4.226 1.155 0.272 0.462
C 3.514 -0.182 0.131 -0.645
O 4.619 1.623 -1.019 -0.485
H 6.176 0.335 0.734 0.094
H 5.962 2.004 1.243 0.283
H 5.186 0.698 2.165 0.321
H 3.538 1.895 0.690 0.227
H 4.172 -0.928 -0.329 0.317
H 2.641 -0.085 -0.521 0.041
H 3.186 -0.559 1.103 0.182
H 5.229 0.975 -1.398 0.212
C -8.305 1.130 2.164 -1.112
C -7.245 0.206 2.739 0.534
C -6.906 -0.911 1.767 -0.905
O -7.717 -0.354 3.964 -0.555
H -9.233 0.583 1.968 0.113
H -8.550 1.923 2.875 0.165
H -7.966 1.589 1.232 0.412
H -6.342 0.779 2.971 0.163
H -7.789 -1.525 1.560 0.065
H -6.151 -1.579 2.191 0.232
H -6.526 -0.510 0.823 0.428
H -8.515 -0.863 3.770 0.348
C 0.045 2.888 1.583 -0.914
C 1.019 3.225 2.701 0.602
C 0.355 4.073 3.776 -1.399
O 2.135 3.931 2.162 -0.517
H -0.317 3.798 1.093 0.373
H 0.538 2.289 0.813 0.271
H -0.815 2.330 1.962 0.063
H 1.402 2.303 3.145 0.155
H 0.004 5.023 3.362 0.353
H 1.069 4.317 4.567 0.346
H -0.495 3.551 4.221 0.352
H 1.808 4.749 1.766 0.332
C -13.000 -1.230 -0.761 -1.367
C -11.710 -0.570 -0.300 0.450
C -10.671 -0.547 -1.411 -1.156
O -11.188 -1.279 0.822 -0.508
H -12.823 -2.270 -1.053 0.334
H -13.732 -1.249 0.050 0.322
H -13.434 -0.697 -1.611 0.387
H -11.917 0.452 0.030 0.299
H -10.415 -1.564 -1.726 0.299
H -9.746 -0.080 -1.062 0.243
H -11.036 0.006 -2.280 0.384
H -11.001 -2.185 0.541 0.321
C 0.153 0.861 -6.831 -1.326
C -0.619 0.583 -5.551 0.381
C -1.288 1.842 -5.022 -1.349
O 0.271 0.067 -4.562 -0.424
H 0.947 1.595 -6.655 0.313
H 0.637 -0.049 -7.193 0.311
H -0.506 1.242 -7.615 0.440
H -1.376 -0.184 -5.737 0.295
H -0.543 2.609 -4.785 0.323
H -1.829 1.629 -4.097 0.301
H -1.990 2.252 -5.752 0.411
H 0.945 0.738 -4.389 0.210
C 3.097 -3.603 4.462 -1.397
C 3.790 -2.743 3.417 0.424
C 4.981 -2.006 4.008 -1.162
O 2.861 -1.797 2.888 -0.371
H 2.715 -2.987 5.283 0.359
H 2.236 -4.117 4.026 0.314
H 3.779 -4.350 4.874 0.393
H 4.122 -3.371 2.586 0.284
H 4.665 -1.335 4.814 0.338
H 5.463 -1.384 3.249 0.126
H 5.720 -2.706 4.407 0.410
H 2.560 -1.236 3.615 0.232
C -9.981 3.184 5.813 -0.481
C -9.338 2.903 7.162 0.293
C -7.926 3.465 7.230 -1.140
O -9.300 1.496 7.386 -0.548
H -9.412 2.714 5.005 -0.281
H -10.990 2.765 5.774 0.308
H -10.041 4.258 5.619 0.371
H -9.946 3.342 7.958 0.298
H -7.287 3.005 6.469 0.245
H -7.473 3.246 8.200 0.313
H -7.924 4.547 7.078 0.355
H -8.764 1.097 6.686 0.337
C -6.835 -4.241 0.703 -1.255
C -8.049 -4.715 1.487 0.659
C -7.727 -5.950 2.313 -1.448
O -9.112 -5.013 0.582 -0.550
H -6.496 -5.012 0.004 0.494
H -7.084 -3.360 0.106 0.267
H -6.008 -3.988 1.371 0.274
H -8.397 -3.914 2.145 0.190
H -7.419 -6.781 1.670 0.350
H -8.610 -6.286 2.862 0.353
H -6.926 -5.749 3.029 0.366
H -8.815 -5.720 -0.004 0.339
```

The calculation puts the LUMO energy at 0.29 eV. For the HOMO energy, the calculation gives -9.09 eV.

=====

- Number 4 is which compound?
  C44H100Br2O13Si